Entry 1:
Entry from the OMol25 dataset: a cluster of 2 separate species, C5H9N2 in total in a non-equilibrium geometry (ωB97M-V with the def2-TZVPD basis set).

Computed properties:
molar mass	97.1	Da
frontier orbital gap (spin up / spin down)	5.028 / 5.100	eV
total charge	+1
relative energy (zero: lowest compared OMol25 entry of this formula, charge and spin)	972.45	kJ/mol

The geometry in XYZ format:
```
16
C5H9N2 ωB97M-V with the def2-TZVPD basis set
C -1.8874 0.8935 -0.6187
C -2.8159 -0.6407 0.7511
C 2.7607 0.4900 0.2038
C 1.7606 -0.6382 0.2279
C -1.5438 -0.3318 0.1463
N -2.4264 0.7364 0.6864
N 2.0257 0.0067 -0.9871
H -1.2045 1.6318 -0.7977
H -2.2963 0.6652 -1.4906
H -3.4335 -1.1322 0.0462
H -2.8009 -1.1049 1.7318
H 2.5434 1.4253 0.6409
H 3.8450 0.4623 0.2017
H 2.1826 -1.6852 0.3733
H 0.7196 -0.3362 0.5907
H 2.5712 -0.4420 -1.7059
```

natural (NBO) population analysis, charges in e, atoms 1 to 2: -0.182 -0.234

=====

Entry 2:
Entry from the OMol25 dataset: the ion C5H9N2 with charge +1 in a non-equilibrium geometry (ωB97M-V with the def2-TZVPD basis set).

Computed properties:
SMILES	CCc1c[nH]c[nH+]1
molar mass	97.1	Da
frontier orbital gap	9.611	eV
total charge	+1
relative energy (zero: lowest compared OMol25 entry of this formula, charge and spin)	333.14	kJ/mol

The geometry in XYZ format:
```
16
C5H9N2 ωB97M-V with the def2-TZVPD basis set
C -1.1260 2.3763 -0.4006
C -0.9180 1.3141 0.6745
C -0.2624 -0.1150 0.5859
C 1.0377 -0.5432 0.9491
N 1.4928 -1.3803 0.0270
C 0.4478 -1.6811 -0.8847
N -0.4736 -0.7323 -0.6466
H -2.2051 2.7503 -0.2152
H -0.3292 3.1794 -0.3549
H -1.0376 1.8736 -1.3771
H -0.3332 1.9036 1.3810
H -1.8656 0.9051 1.1173
H 1.5770 0.1637 1.6664
H 2.3990 -1.4042 -0.3691
H 0.5898 -2.3580 -1.7437
H -1.0046 -0.3315 -1.3129
```

natural (NBO) population analysis, charges in e, atoms 1 to 2: -0.609 -0.460

=====

Entry 3:
Entry from the OMol25 dataset: the ion C5H9N2 with charge +1 in a non-equilibrium geometry (ωB97M-V with the def2-TZVPD basis set).

Computed properties:
SMILES	Cc1[nH]cc[n+]1C
molar mass	97.1	Da
frontier orbital gap	11.273	eV
total charge	+1
relative energy (zero: lowest compared OMol25 entry of this formula, charge and spin)	127.38	kJ/mol

The geometry in XYZ format:
```
16
C5H9N2 ωB97M-V with the def2-TZVPD basis set
C 1.2093 -1.4589 0.2235
C -0.0625 -0.6217 0.0941
N -1.3519 -1.0283 -0.0159
C -2.1141 0.0448 -0.2188
C -1.3386 1.1690 -0.1405
N -0.0734 0.6629 0.0053
C 1.1442 1.4166 0.0476
H 1.0462 -2.5334 0.4900
H 1.8090 -1.5998 -0.7032
H 1.8365 -0.9326 0.8844
H -1.7642 -1.9722 -0.1808
H -3.1565 0.0575 -0.1333
H -1.6716 2.1527 -0.3731
H 1.8605 0.7153 -0.2004
H 1.3121 2.0725 -0.8315
H 1.3148 1.8557 1.0527
```

natural (NBO) population analysis, charges in e, atoms 1 to 2: -0.685 0.454

=====

Entry 4:
Entry from the OMol25 dataset: the ion C5H9N2 with charge +1 in a non-equilibrium geometry (ωB97M-V with the def2-TZVPD basis set).

Computed properties:
SMILES	CC(=[NH2+])C=C=CN
molar mass	97.1	Da
frontier orbital gap (spin up / spin down)	7.516 / 7.517	eV
total charge	+1
relative energy (zero: lowest compared OMol25 entry of this formula, charge and spin)	549.92	kJ/mol

The geometry in XYZ format:
```
16
C5H9N2 ωB97M-V with the def2-TZVPD basis set
C 1.1214 2.1633 1.5081
C 0.7846 0.9549 0.7031
N 1.6094 -0.0814 0.7609
C -0.3489 0.9870 -0.0578
C -0.7992 -0.4446 -0.9771
C -1.2181 -1.6545 -1.7845
N -2.0255 -2.6198 -1.3633
H 1.9144 2.7232 1.0083
H 1.4877 1.8802 2.4924
H 0.2626 2.8181 1.6252
H 1.4221 -0.9087 0.2117
H 2.4360 -0.0516 1.3375
H -1.0433 1.7844 -0.2044
H -0.7678 -1.6764 -2.7649
H -2.3290 -3.3264 -2.0148
H -2.5065 -2.5478 -0.4805
```

natural (NBO) population analysis, charges in e, atoms 1 to 2: -0.667 0.309

=====

Entry 5:
Entry from the OMol25 dataset: a cluster of 2 separate species, C5H9N2O in total in a non-equilibrium geometry (ωB97M-V with the def2-TZVPD basis set).

Computed properties:
molar mass	113.1	Da
frontier orbital gap (spin up / spin down)	7.884 / 4.332	eV
total charge	+1
relative energy (zero: lowest compared OMol25 entry of this formula, charge and spin)	629.93	kJ/mol

The geometry in XYZ format:
```
17
C5H9N2O ωB97M-V with the def2-TZVPD basis set
C -2.2987 -2.0640 -0.8852
C -2.1557 -1.0502 -0.2035
C 2.0759 0.0812 -0.1109
C -2.5950 0.9324 0.9564
C 2.0620 0.1869 -1.4802
N 3.1501 -0.3609 0.6586
N -1.7533 0.0170 0.2337
O 1.1245 0.5369 0.7450
H -2.5973 -2.8856 -1.5877
H -2.9354 1.8128 0.3178
H -3.5774 0.5958 1.3289
H -2.1363 1.3828 1.8720
H 1.3823 0.8172 -2.0010
H 2.8700 -0.1779 -2.0005
H 3.7942 -0.9616 0.2272
H 2.9209 -0.1736 1.6497
H 0.6691 1.3108 0.2798
```

natural (NBO) population analysis, charges in e, atoms 1 to 2: -0.201 0.166

=====

Entry 6:
Entry from the OMol25 dataset: the ion C5H9N2O with charge +1 in a non-equilibrium geometry (ωB97M-V with the def2-TZVPD basis set).

Computed properties:
SMILES	[H]/N=C/[C@H]1C(CC)=[N+]1O
molar mass	113.1	Da
frontier orbital gap	10.660	eV
total charge	+1
relative energy (zero: lowest compared OMol25 entry of this formula, charge and spin)	610.39	kJ/mol

The geometry in XYZ format:
```
17
C5H9N2O ωB97M-V with the def2-TZVPD basis set
H 1.5087 2.5181 -2.8912
N 1.3538 2.0833 -2.0249
C 0.3321 2.5004 -1.4283
C 0.0414 1.8991 0.0016
C -0.2644 0.4168 0.2121
C -1.0125 -0.7759 0.0186
C -0.7598 -1.9996 0.9290
N 0.8121 0.8309 0.6920
O 2.0020 0.7539 1.3272
H -0.6573 2.9424 -1.8075
H -0.4951 2.5834 0.6795
H -2.0613 -0.4542 0.2532
H -0.7796 -0.8831 -1.0602
H -1.6552 -2.7267 0.7341
H -0.8527 -1.7349 2.0327
H 0.2205 -2.4819 0.7227
H 2.4149 -0.1814 1.4181
```

natural (NBO) population analysis, charges in e, atoms 1 to 2: 0.371 -0.550

=====

Entry 7:
Entry from the OMol25 dataset: a cluster of 2 separate species, C5H9N2O in total in a non-equilibrium geometry (ωB97M-V with the def2-TZVPD basis set).

Computed properties:
molar mass	113.1	Da
frontier orbital gap	8.394	eV
total charge	+1
relative energy (zero: lowest compared OMol25 entry of this formula, charge and spin)	562.07	kJ/mol

The geometry in XYZ format:
```
17
C5H9N2O ωB97M-V with the def2-TZVPD basis set
C 0.0597 0.1370 0.1904
C -1.5789 -0.6552 -3.2051
C -1.5375 1.3499 1.6919
C -2.4048 -0.6210 -1.8912
C -1.1101 -0.4471 -1.8181
N -0.7306 0.8315 0.8936
N 2.8122 -0.2487 1.4796
O 0.0022 -0.3508 -1.0081
H 1.1107 0.0565 0.4476
H -1.3929 -1.5566 -3.7321
H -1.6965 0.2917 -3.7251
H -1.5825 2.4465 1.7345
H -2.2346 0.8133 2.2326
H -3.2944 -0.6999 -1.2997
H 3.3240 -1.1503 1.6138
H 2.9571 0.1781 2.4239
H 3.4270 0.1599 0.8249
```

natural (NBO) population analysis, charges in e, atoms 1 to 2: 0.505 -0.361

=====

Entry 8:
Entry from the OMol25 dataset: a cluster of 2 separate species, C5H9N2O in total in a non-equilibrium geometry (ωB97M-V with the def2-TZVPD basis set).

Computed properties:
molar mass	113.1	Da
frontier orbital gap	9.878	eV
total charge	+1
relative energy (zero: lowest compared OMol25 entry of this formula, charge and spin)	325.57	kJ/mol

The geometry in XYZ format:
```
17
C5H9N2O ωB97M-V with the def2-TZVPD basis set
C 1.5607 -1.3188 -0.8710
C -0.4788 -0.2905 1.1428
C 2.0294 -2.2141 -1.8664
C -2.1781 1.4283 1.3867
C -1.1320 0.8196 0.4144
N 1.1677 -0.5750 -0.0568
N 0.0079 1.6589 0.1195
O -0.0946 -0.8996 2.0354
H 3.0201 -2.8314 -1.6165
H 2.3918 -1.5261 -2.7240
H 1.2250 -2.7819 -2.2304
H -2.8907 2.0092 0.7260
H -2.5689 0.5158 1.9737
H -1.7557 2.2179 1.9793
H -1.5119 0.4709 -0.4381
H 0.7322 1.8593 0.8048
H 0.4760 1.4573 -0.7794
```

natural (NBO) population analysis, charges in e, atoms 1 to 2: 0.474 0.898

=====

Entry 9:
Entry from the OMol25 dataset: the ion C5H9N2O with charge +1 in a non-equilibrium geometry (ωB97M-V with the def2-TZVPD basis set).

Computed properties:
SMILES	CC1=CCO[NH+]=CN1
molar mass	113.1	Da
frontier orbital gap	9.002	eV
total charge	+1
relative energy (zero: lowest compared OMol25 entry of this formula, charge and spin)	509.51	kJ/mol

The geometry in XYZ format:
```
17
C5H9N2O ωB97M-V with the def2-TZVPD basis set
C 1.1330 0.6146 2.0880
C 0.6270 0.2275 0.6889
C 0.4494 1.0945 -0.2825
C 0.0784 0.7310 -1.8381
O -1.4147 0.4566 -1.6566
N -1.7885 -0.6436 -0.8512
C -0.8882 -1.4719 -0.3373
N 0.1354 -1.2027 0.4802
H 2.1552 0.5485 2.4474
H 0.6253 -0.0170 2.7465
H 0.7547 1.6626 1.9676
H 0.4768 2.2228 0.0089
H 0.3367 -0.2389 -2.2480
H 0.0847 1.5915 -2.4366
H -2.6428 -1.1037 -0.9972
H -1.0118 -2.5468 -0.4201
H 0.8893 -1.9250 0.6401
```

natural (NBO) population analysis, charges in e, atoms 1 to 2: -0.648 0.158

=====

Entry 10:
Entry from the OMol25 dataset: the ion C5H9N2O4 with charge +1 in a non-equilibrium geometry (ωB97M-V with the def2-TZVPD basis set).

Computed properties:
SMILES	COC(=O)[N+]1(C(=O)OC)CN1
molar mass	161.1	Da
frontier orbital gap	12.467	eV
total charge	+1
relative energy (zero: lowest compared OMol25 entry of this formula, charge and spin)	299.81	kJ/mol

The geometry in XYZ format:
```
20
C5H9N2O4 ωB97M-V with the def2-TZVPD basis set
C 2.7523 0.4281 -1.0083
O 1.5488 -0.0768 -0.3933
C 0.5725 -0.4315 -1.1471
O 0.3898 -0.4734 -2.3071
N -0.5468 -0.9087 -0.2040
C -0.9971 0.0062 0.9063
O -1.5235 -0.4665 1.8524
O -0.7058 1.2113 0.5618
C -0.9903 2.2809 1.4885
C -1.4765 -1.9238 -0.6804
N -0.4430 -2.3990 0.1630
H 2.6640 1.5081 -1.1275
H 2.9212 -0.0404 -1.9753
H 3.5591 0.1939 -0.3165
H -1.2906 3.1384 0.8892
H -0.0736 2.5093 2.0341
H -1.7811 1.9936 2.1801
H -1.3735 -2.1648 -1.7376
H -2.5009 -1.8486 -0.3214
H -0.7052 -2.5362 1.1430
```

natural (NBO) population analysis, charges in e, atoms 1 to 2: -0.265 -0.466

=====

Entry 11:
Entry from the OMol25 dataset: the ion C5H9N2O5 with charge -1 in a non-equilibrium geometry (ωB97M-V with the def2-TZVPD basis set).

Computed properties:
SMILES	CC[C@@H]([C@@H](O)C=[N+]([O-])[O-])[N+](=O)[O-]
molar mass	177.1	Da
frontier orbital gap	6.611	eV
total charge	-1
relative energy (zero: lowest compared OMol25 entry of this formula, charge and spin)	382.07	kJ/mol

The geometry in XYZ format:
```
21
C5H9N2O5 ωB97M-V with the def2-TZVPD basis set
C -1.1257 1.7653 -0.3371
C -0.2894 0.8316 0.4483
C -0.4064 -0.5819 -0.1866
C 0.5979 -1.6348 0.3888
O 0.1987 -2.9654 0.4838
C 2.1962 -1.3670 -0.4767
N 3.0393 -0.5775 0.1628
O 4.1457 -0.4099 -0.4225
O 2.7445 -0.0415 1.2753
N -1.8034 -0.9906 0.0155
O -2.1658 -1.8705 -0.6951
O -2.4587 -0.6304 0.9911
H -2.1524 1.4247 -0.2481
H -1.1799 2.7779 0.2068
H -0.6850 1.8754 -1.4258
H 0.8080 0.9944 0.6166
H -0.5567 0.7685 1.6557
H -0.1925 -0.5022 -1.3008
H 0.9012 -1.3114 1.3688
H -0.5727 -3.2143 -0.0009
H 2.3326 -1.7722 -1.4464
```

natural (NBO) population analysis, charges in e, atoms 1 to 2: -0.631 -0.450

=====

Entry 12:
Entry from the OMol25 dataset: a cluster of 2 separate species, C5H9N2O5P2 in total in a non-equilibrium geometry (ωB97M-V with the def2-TZVPD basis set).

Computed properties:
molar mass	239.1	Da
frontier orbital gap (spin up / spin down)	6.244 / 6.249	eV
total charge	-1
relative energy (zero: lowest compared OMol25 entry of this formula, charge and spin)	19.41	kJ/mol

The geometry in XYZ format:
```
23
C5H9N2O5P2 ωB97M-V with the def2-TZVPD basis set
C 1.8449 -1.4416 -2.1678
C 1.6585 -0.4166 -1.3112
C -0.1443 -0.4924 -2.6964
C -0.0780 1.4355 -1.2473
C -1.1608 0.1038 1.2665
N 0.7657 -1.5714 -3.0483
N 0.4794 0.2875 -1.7716
O -0.0261 -1.2077 3.0521
O 0.1757 1.4154 3.3005
O 1.7862 0.0303 1.7968
O -1.9114 1.2052 1.1369
O -2.2362 0.0399 3.5662
P -1.7915 -1.1277 2.7039
P 0.4026 0.1316 2.2531
H 2.7400 -2.1145 -2.1900
H 2.2576 -0.0866 -0.5354
H -0.9537 -0.1053 -3.3568
H 0.4966 2.0135 -0.6348
H -0.9530 1.7970 -1.7897
H 0.9407 -1.8896 -3.9933
H -2.4452 1.1528 1.9169
H -0.7351 1.2567 3.5378
H -1.1127 -0.4157 0.2121
```

natural (NBO) population analysis, charges in e, atoms 1 to 2: -0.045 -0.113

=====

relative energy (zero: lowest compared OMol25 entry of this formula, charge and spin) of number 8 (C5H9N2O)? 325.57 kJ/mol

=====

Which value of relative energy (zero: lowest compared OMol25 entry of this formula, charge and spin) does entry 6 give? 610.39 kJ/mol